Below is a molecular structure, C27H21F5O4PPdS, with properties calculated with ωB97M-V/def2-TZVPD.

Element x y z (Å)
Pd (0.2055, -1.7268, 0.7475)
O (-2.2268, -3.6772, -1.7220)
S (-1.5574, -2.5121, -1.2179)
O (-1.8659, -2.1776, 0.1920)
O (-0.0897, -2.4947, -1.3693)
C (-2.0965, -1.1553, -2.2635)
C (-2.7329, -1.5332, -3.4427)
C (-3.0853, -0.5861, -4.3875)
C (-2.7839, 0.7487, -4.1616)
C (-2.1434, 1.1188, -2.9915)
C (-1.7943, 0.1846, -2.0145)
P (-0.8976, 0.7350, -0.4864)
C (-1.5652, 2.4447, -0.3350)
C (-2.7352, 2.5614, 0.4159)
C (-3.3490, 3.7925, 0.5929)
C (-2.7855, 4.9347, 0.0412)
C (-1.6104, 4.8350, -0.6903)
C (-1.0065, 3.5992, -0.8795)
C (0.7776, 0.9915, -1.1734)
C (1.2334, 0.2588, -2.2671)
C (2.5596, 0.3405, -2.6678)
C (3.4488, 1.1524, -1.9815)
C (3.0085, 1.8714, -0.8787)
C (1.6881, 1.7811, -0.4706)
H (-2.9466, -2.5808, -3.5979)
H (-3.5861, -0.8921, -5.2973)
H (-3.0417, 1.5024, -4.8955)
H (-1.9085, 2.1623, -2.8303)
H (-3.1630, 1.6723, 0.8664)
H (-4.2600, 3.8613, 1.1743)
H (-3.2556, 5.8992, 0.1876)
H (-1.1615, 5.7226, -1.1195)
H (-0.0925, 3.5334, -1.4566)
H (0.5594, -0.4023, -2.7967)
H (2.8984, -0.2459, -3.5129)
H (4.4849, 1.2111, -2.2915)
H (3.7007, 2.4883, -0.3189)
H (1.3667, 2.3138, 0.4163)
C (2.9421, -3.0094, 2.3282)
C (3.0231, -2.2852, 0.9855)
C (2.9339, -3.2813, -0.1694)
O (2.0963, -1.2476, 0.8773)
H (3.7752, -3.7081, 2.4491)
H (2.0078, -3.5743, 2.3949)
H (2.9658, -2.2870, 3.1463)
H (4.0102, -1.7963, 0.9298)
H (1.9951, -3.8392, -0.1220)
H (3.7628, -3.9952, -0.1362)
H (2.9584, -2.7524, -1.1235)
F (-0.6182, -3.4662, 3.2122)
C (-0.3324, -2.2059, 3.5954)
C (0.0499, -1.2623, 2.6595)
C (0.3341, -0.0036, 3.1593)
F (0.7019, 0.9979, 2.3394)
C (0.2480, 0.3076, 4.5054)
F (0.5242, 1.5458, 4.9499)
C (-0.1322, -0.6667, 5.4087)
F (-0.2203, -0.3803, 6.7180)
C (-0.4255, -1.9359, 4.9499)
F (-0.7909, -2.8872, 5.8261)

HOMO-LUMO gap (eV): 7.62
HOMO level (eV): -4.9893
ΔE to the lowest compared entry with this formula, charge and spin (kcal per mole): 24.5
Total charge: -1
Spin multiplicity: 1
Calculated total energy (Ha): -2709.2427